[1]
136
Properties=species:S:1:pos:R:3 method="wB97M-V/def2-TZVPD" total_charge=+1 max_force_ev_per_a=2.95 homo_energy_ha="-0.4569 / -0.4569" multiplicity=2 homo_lumo_gap_ev="10.09 / 6.23" total_energy_ha=-9411.6592
Cu -5.58063 -24.06781 -9.82490
C -3.37320 -27.12154 -11.27309
F -2.82844 -26.56689 -12.35118
F -3.19037 -28.41800 -11.26487
F -2.84383 -26.50183 -10.23166
S -5.26083 -26.82021 -11.16966
O -5.93873 -27.76411 -12.00898
O -5.54286 -26.92665 -9.76037
N -5.39416 -25.15390 -11.54553
S -5.58100 -24.94776 -13.14245
O -5.37650 -23.56599 -13.49227
O -4.94803 -25.93893 -13.96801
C -7.46009 -25.17750 -13.35666
F -8.06466 -23.99955 -13.33800
F -7.67650 -25.74511 -14.53515
F -8.01770 -25.92880 -12.39681
O -9.46287 -28.39590 -15.27358
S -10.88764 -28.60835 -15.29088
O -11.43026 -29.89878 -15.57859
O -11.54285 -28.13491 -13.85854
C -11.25696 -26.82596 -13.33553
C -12.50740 -25.99277 -13.27582
C -11.60573 -27.31789 -16.34674
H -10.40611 -26.43367 -13.89957
H -10.82295 -27.04558 -12.35620
H -12.75309 -25.68326 -14.29321
H -12.33939 -25.09830 -12.67569
H -13.36623 -26.53713 -12.88827
H -11.51295 -27.63133 -17.38505
H -11.12130 -26.38131 -16.08561
H -12.67989 -27.22626 -16.19103
O -6.85258 -22.37360 -15.75724
S -7.72170 -22.23154 -16.89365
O -8.41232 -20.98620 -17.14262
O -6.90966 -22.47318 -18.26835
C -5.77438 -23.38924 -18.18517
C -5.18719 -23.55957 -19.57280
C -8.94851 -23.61865 -16.98282
H -6.17064 -24.33510 -17.81436
H -5.08866 -22.88866 -17.50526
H -4.20356 -23.11804 -19.72329
H -5.89601 -23.35884 -20.37330
H -4.93474 -24.61636 -19.71015
H -9.88857 -23.07075 -16.96540
H -8.84856 -24.19798 -16.06759
H -8.86010 -24.26283 -17.85185
O -1.86799 -22.59341 -8.19138
S -2.23559 -22.57051 -9.57964
O -3.57950 -23.04442 -9.90667
O -2.05570 -21.07114 -10.15673
C -0.93066 -20.37747 -9.54578
C -0.70177 -19.04607 -10.16898
C -1.11645 -23.50820 -10.68138
H 0.01723 -20.90612 -9.68503
H -1.14611 -20.33731 -8.47964
H -0.48128 -19.16694 -11.23003
H 0.10998 -18.52578 -9.66220
H -1.56062 -18.37647 -10.08480
H -1.42975 -23.32390 -11.70702
H -1.16359 -24.55462 -10.39365
H -0.08122 -23.17901 -10.60608
O -4.48638 -31.25240 -9.47901
S -5.49893 -30.51615 -8.75548
O -6.59467 -30.03108 -9.54844
O -6.02417 -31.42618 -7.52109
C -7.18332 -30.94814 -6.81023
C -7.54254 -31.98034 -5.78390
C -4.72356 -29.17498 -7.82477
H -7.99124 -30.78580 -7.52834
H -7.01207 -29.94030 -6.42089
H -7.91429 -31.57802 -4.84186
H -6.69344 -32.60458 -5.49916
H -8.26298 -32.71156 -6.15131
H -4.12172 -28.49325 -8.41571
H -4.20983 -29.64766 -6.99136
H -5.51508 -28.53403 -7.43336
O -7.18434 -25.10899 -8.70362
S -7.89940 -25.82965 -7.66992
O -7.18380 -26.32566 -6.52171
O -9.14390 -24.92466 -7.16614
C -10.09658 -25.45356 -6.20663
C -10.95326 -24.27062 -5.79542
C -8.77850 -27.21319 -8.52348
H -9.56661 -25.93903 -5.38785
H -10.67754 -26.23118 -6.70823
H -10.34520 -23.75220 -5.05062
H -11.94576 -24.46691 -5.40261
H -11.00657 -23.56614 -6.62529
H -9.39714 -26.77558 -9.30373
H -9.36416 -27.83433 -7.85230
H -7.95288 -27.77511 -8.96535
O -4.48152 -24.91654 -8.01827
S -3.58427 -25.47068 -7.04408
O -3.78996 -26.78586 -6.52436
O -2.07253 -25.38577 -7.66535
C -1.02934 -26.20888 -7.09573
C -0.11264 -26.51683 -8.25490
C -3.46729 -24.22243 -5.72522
H -1.41858 -27.10611 -6.61202
H -0.62788 -25.56265 -6.31002
H 0.82016 -26.89415 -7.83370
H 0.10766 -25.61978 -8.83211
H -0.54384 -27.20701 -8.97807
H -4.35992 -24.27719 -5.10437
H -3.36535 -23.19650 -6.07437
H -2.56362 -24.42528 -5.15149
O -3.97728 -21.01495 -12.46474
S -5.27498 -21.08153 -11.86122
O -5.70930 -22.26646 -11.14241
O -5.38433 -19.90809 -10.75572
C -4.78305 -18.64148 -11.09946
C -5.21727 -17.58591 -10.12410
C -6.53564 -20.54748 -13.03423
H -4.93593 -18.39255 -12.15221
H -3.70000 -18.77494 -11.06821
H -5.29476 -18.04338 -9.13600
H -6.20006 -17.15822 -10.32422
H -4.51079 -16.75989 -10.06272
H -6.46246 -21.24193 -13.87246
H -6.33126 -19.54511 -13.40620
H -7.50640 -20.50560 -12.54659
O 0.12062 -25.24319 -13.01520
S 1.38333 -25.63070 -12.40949
O 1.50799 -25.40635 -10.99518
O 1.74870 -27.18800 -12.72698
C 1.41676 -27.68775 -14.02901
C 0.02534 -28.30802 -14.09931
C 2.79483 -24.83605 -13.27145
H 2.14003 -28.46744 -14.26846
H 1.57763 -26.88756 -14.75450
H -0.15472 -29.17710 -13.46868
H -0.03507 -28.63253 -15.14261
H -0.82188 -27.64046 -13.94448
H 2.39392 -24.67804 -14.27019
H 3.67507 -25.47013 -13.23757
H 2.99846 -23.89535 -12.76570

***

[2]
16
Properties=species:S:1:pos:R:3 method="wB97M-V/def2-TZVPD" total_charge=-1 max_force_ev_per_a=2.10 homo_energy_ha="0.0219 / -0.1104" multiplicity=2 homo_lumo_gap_ev="3.37 / 6.94" total_energy_ha=-271.6463
C -1.49338 -1.75224 0.43054
C -0.34190 -1.84623 1.45067
C 0.18312 -0.72184 1.95583
H -1.29691 -0.91175 -0.23297
H -2.31773 -1.52929 1.09831
H -1.61689 -2.71297 -0.05747
H -0.03523 -2.77158 1.92815
H 0.63349 -0.62570 2.93805
H 0.08571 0.23006 1.43815
O 0.93913 2.03379 -0.11635
C 0.77776 1.09273 -0.94077
C 0.26142 1.27309 -2.37200
H 0.66897 0.03815 -0.57339
H 1.08360 1.60071 -3.00858
H -0.05133 0.26417 -2.65961
H -0.67421 1.86158 -2.41694

***

[3]
44
Properties=species:S:1:pos:R:3 method="wB97M-V/def2-TZVPD" total_charge=-2 max_force_ev_per_a=3.80 homo_energy_ha="0.0367 / 0.0226" homo_lumo_gap_ev="3.07 / 3.44" total_energy_ha=-5778.3434
Tl -0.17841 0.23694 1.86334
N -2.18762 3.35188 -0.90327
C -1.13137 4.24420 -0.63904
C -0.29714 3.58449 0.20980
N -0.74881 2.33774 0.50607
C -1.91463 2.16926 -0.18772
C -2.67002 1.03062 -0.18347
N -2.37952 -0.10773 0.51805
C -3.37449 -0.99184 0.25061
C -4.30976 -0.47838 -0.59443
N -3.87384 0.83078 -0.88376
H -2.96920 3.52658 -1.49081
H -1.09126 5.23326 -1.06241
H 0.62031 3.94858 0.64812
H -3.36807 -1.97369 0.69985
H -5.21679 -0.88890 -1.00247
H -4.33605 1.48514 -1.47161
C 0.33292 -3.85453 -2.36437
C 0.70992 -3.35513 -0.98930
C 1.61322 -4.09191 -0.18994
C 1.91647 -3.55555 1.11102
C 1.33294 -2.39027 1.48229
Br 1.71112 -1.68885 3.24840
N 0.47000 -1.66278 0.72694
C 0.16898 -2.19076 -0.52400
H 0.84640 -4.79282 -2.58456
H 0.60579 -3.13275 -3.13838
H -0.74222 -4.03314 -2.44227
H 2.05255 -5.01825 -0.53498
H 2.58770 -4.06485 1.78814
H -0.52922 -1.60301 -1.10682
O -1.48594 0.35682 3.58862
N 4.71820 1.13946 -0.96722
C 3.38765 1.07673 -1.31166
N 3.16799 1.31546 -2.65074
S 2.19173 0.75298 -0.25341
H 5.41117 0.94546 -1.67013
H 4.91733 0.82965 -0.03139
H 3.83060 1.87376 -3.16145
H 2.19801 1.41508 -2.89698
Cl -2.27767 2.68028 4.63516
Si -0.54549 1.51865 3.94768
Cl 0.03196 0.62784 5.86487
Cl 0.80454 3.36352 4.14761